{
  "formula": "C38H72N2O16P4S",
  "method": "ωB97M-V with the def2-TZVPD basis set",
  "de_lowest_kj_mol": 630.0,
  "smiles": "[H]/N=C\\CN1c2ccccc2Sc2ccccc21.CCOP(=O)(OCC)OCC.CCOP(=O)(OCC)OCC.CCOP(=O)(OCC)OCC.CCOP(=O)(OCC)OCC",
  "homo_energy_ev": -8.1,
  "e_lumo_ev": -1.81,
  "multiplicity": 1,
  "orbital_gap_ha": 0.22968,
  "symbols": ["S", "P", "P", "P", "P", "O", "O", "O", "O", "O", "O", "O", "O", "O", "O", "O", "O", "O", "O", "O", "O", "N", "N", "C", "C", "C", "C", "C", "C", "C", "C", "C", "C", "C", "C", "C", "C", "C", "C", "C", "C", "C", "C", "C", "C", "C", "C", "C", "C", "C", "C", "C", "C", "C", "C", "C", "C", "C", "C", "C", "C", "H", "H", "H", "H", "H", "H", "H", "H", "H", "H", "H", "H", "H", "H", "H", "H", "H", "H", "H", "H", "H", "H", "H", "H", "H", "H", "H", "H", "H", "H", "H", "H", "H", "H", "H", "H", "H", "H", "H", "H", "H", "H", "H", "H", "H", "H", "H", "H", "H", "H", "H", "H", "H", "H", "H", "H", "H", "H", "H", "H", "H", "H", "H", "H", "H", "H", "H", "H", "H", "H", "H", "H"],
  "positions_angstrom": [[1.4182, -2.6924, 3.8282], [1.7517, 2.9884, -5.1017], [-6.1767, -5.9294, 2.6656], [-3.5582, 1.7413, -1.4327], [7.8895, 2.5241, 0.1599], [0.9648, 4.1000, -4.1583], [8.3097, 3.8036, -0.5346], [2.6726, 2.4996, -4.0007], [6.4465, 3.0627, 0.7509], [8.8663, 2.7406, 1.4811], [2.8392, 3.9551, -5.8795], [7.5577, 0.9662, 0.7034], [-6.1694, -7.5214, 2.2048], [-7.6858, -5.7665, 1.9328], [-4.4052, 2.9720, -2.1564], [-4.7671, -5.9610, 3.2316], [0.6110, 3.2581, -6.3078], [-6.9369, -6.0491, 4.1300], [-2.5090, 2.9305, -0.8175], [-4.3911, 0.6487, -2.0794], [-4.3081, 1.7035, 0.0391], [1.6071, 1.2238, 3.1161], [1.8395, -1.6458, 0.9058], [-7.9362, -3.8404, 4.4088], [2.8942, -3.0551, 2.8033], [6.4292, 1.2189, 2.9153], [-9.2282, -7.3110, 3.1479], [-0.5208, -2.1464, 0.1922], [-2.5675, 0.7903, 1.4617], [5.1433, -4.1293, 2.4001], [-6.4287, 2.4581, -3.3822], [9.9843, 4.8652, 1.7910], [-3.9751, 0.6367, 0.9203], [5.3534, 3.2022, -0.1508], [5.1958, -3.4950, 1.0742], [0.8335, 5.6593, -6.9538], [3.9965, -3.8964, 3.2869], [-2.9138, 4.2647, -0.4888], [2.9042, -2.4513, 1.4730], [3.8452, 3.3384, -6.6773], [4.0860, -2.6690, 0.6262], [3.2733, 2.7348, -7.9477], [-1.8577, -2.6660, 0.4513], [10.1144, 3.4212, 1.3392], [-4.9559, -8.1260, 1.7513], [0.7890, 3.8487, -2.7631], [-3.9155, 4.3914, 0.6418], [2.0123, -0.1840, 1.1631], [1.8327, 4.6034, -1.9577], [-4.3200, -8.9376, 2.8663], [-2.2514, -3.2082, 1.7598], [-1.2245, -3.2004, 2.8171], [-4.9490, 2.7899, -3.4651], [-8.6564, -6.8152, 1.8343], [1.0748, 0.4294, 2.2573], [0.1126, -2.6772, 2.5414], [-0.0539, 4.5072, -6.5260], [0.5191, -2.1359, 1.2367], [4.8212, 1.8547, -0.6001], [7.5211, 0.5788, 2.0810], [-6.9929, -4.8944, 4.9611], [-4.3151, -8.4036, 3.8160], [5.9524, -4.7979, 2.7760], [-4.0102, 5.4386, 0.9410], [9.9169, 4.9112, 2.8809], [6.3614, 0.7223, 3.8866], [2.6149, 1.3108, 2.9376], [-1.9967, 4.7734, -0.1790], [-0.2090, 4.1925, -2.4820], [-4.2653, -7.3748, 1.3636], [-4.8879, -9.8569, 3.0300], [10.8497, 5.4517, 1.4763], [-2.5873, -2.6417, -0.3912], [-8.4984, -7.8957, 3.7074], [6.0572, -3.6311, 0.3764], [-6.6433, 1.7115, -2.6182], [-3.6094, 3.8120, 1.5132], [-4.9062, 4.0532, 0.3392], [-8.9280, -4.2601, 4.2306], [4.5699, 3.7471, 0.3796], [-6.8008, 2.0927, -4.3413], [-4.4003, 2.0222, -4.0138], [-0.0258, 0.2829, 2.3345], [-0.6550, 4.7784, -5.6584], [4.5667, 4.1157, -6.9353], [0.2194, 6.5031, -7.2786], [-4.8130, 3.7242, -4.0149], [1.5950, 5.6700, -1.9443], [-1.8355, 0.7183, 0.6510], [4.3721, 2.5792, -6.0920], [-2.3447, 0.0159, 2.1981], [5.6516, 3.8077, -1.0116], [-4.6929, 0.6608, 1.7426], [-0.7646, 4.3157, -7.3340], [3.9314, 1.9776, -1.2206], [1.4555, 6.0126, -6.1315], [1.8625, 4.2462, -0.9258], [-5.2041, -8.7833, 0.9150], [3.9598, -4.3577, 4.3046], [9.0829, 5.3399, 1.4049], [5.4576, 1.1466, 2.4241], [-1.5321, -3.6144, 3.8053], [-5.9884, -4.4819, 5.0947], [-7.5757, -3.4560, 3.4501], [-2.4314, 1.7682, 1.9284], [1.4883, 5.3743, -7.7777], [1.7988, 0.3606, 0.1913], [-3.2735, -3.6415, 1.9688], [10.8472, 2.9060, 1.9645], [4.0703, 2.3451, -8.5823], [-3.2934, -9.2095, 2.6137], [6.6361, 2.2717, 3.1067], [-7.3469, -5.2242, 5.9396], [10.4803, 3.3580, 0.3129], [-10.0860, -7.9619, 2.9596], [3.1063, -0.0163, 1.3645], [-8.2677, -7.6423, 1.2409], [2.7075, 3.4785, -8.5120], [-8.0290, -3.0040, 5.1028], [-6.9974, 3.3514, -3.1116], [4.5670, 1.2317, 0.2593], [-0.2178, -1.7657, -0.8095], [2.8309, 4.5145, -2.3866], [-4.0909, -0.3240, 0.4096], [0.8201, 2.7784, -2.5501], [4.1354, -2.1935, -0.3824], [5.5732, 1.3098, -1.1781], [-9.4782, -6.3901, 1.2525], [2.5842, 1.9173, -7.7168], [7.3434, -0.4999, 2.0706], [-3.2606, 4.7899, -1.3784], [8.4979, 0.7156, 2.5443], [-9.5567, -6.4841, 3.7779]],
  "forces_ev_per_a": [[0.1, -0.4, -1.0], [0.7, 8.5, 1.7], [-2.8, -7.9, 3.9], [-7.1, 5.6, 2.3], [-0.8, 3.3, 8.0], [-0.5, -0.8, -0.3], [0.1, -2.9, -3.2], [-1.3, -3.7, -1.9], [0.0, -0.3, -0.7], [0.2, -0.7, -0.6], [-0.1, -0.8, -0.2], [0.5, 0.3, -3.6], [0.1, 0.7, -0.9], [2.2, 2.9, -0.8], [1.0, -0.1, -0.6], [0.2, 3.8, -2.4], [1.0, -3.5, 0.4], [0.2, 0.9, 0.0], [1.9, -3.0, -1.3], [4.1, -1.7, -0.5], [0.6, -0.8, 0.0], [-0.8, -0.5, -0.7], [-0.3, -0.6, 1.6], [0.0, 0.0, -0.1], [0.5, 0.0, -1.1], [0.0, 0.5, 0.0], [0.3, -0.1, 0.3], [0.1, -0.7, 2.0], [0.1, 0.1, 0.0], [-1.7, 1.3, -0.3], [-0.2, 0.2, 0.0], [0.0, 0.1, 0.3], [0.0, -0.2, 0.4], [-0.3, 0.0, -0.1], [-1.6, 0.3, 1.3], [0.4, 0.0, 0.3], [0.1, 0.9, -2.3], [0.0, 1.0, 0.0], [2.5, -1.4, 0.1], [0.3, 0.0, -0.2], [0.0, -0.9, 1.7], [-0.1, 0.0, 0.0], [0.9, 0.0, 1.2], [0.1, 0.5, 0.0], [0.3, -0.2, 0.3], [0.3, 0.2, 0.4], [-0.4, -0.3, -0.1], [-0.9, 0.4, -1.0], [0.0, 0.2, 0.1], [-0.1, -0.3, 0.1], [2.6, 1.0, -0.3], [-0.3, 0.5, -2.1], [-0.4, -0.2, -0.1], [-0.7, -0.7, -0.4], [2.1, 0.9, 0.6], [-0.1, 0.0, -1.1], [-0.8, 0.7, -0.2], [-3.3, -1.3, -0.2], [0.0, -0.1, -0.1], [0.1, -0.6, 0.9], [-0.1, 0.1, 0.2], [0.1, 0.2, -0.1], [-0.7, 0.7, -0.5], [0.2, 0.0, -0.1], [0.0, 0.0, 0.0], [0.1, -0.2, -0.1], [-0.2, -0.1, 0.2], [0.2, -0.4, 0.0], [0.0, 0.0, -0.2], [-0.1, 0.0, 0.2], [0.0, 0.0, 0.0], [0.0, 0.0, 0.0], [0.6, -0.1, 0.8], [0.0, 0.1, 0.0], [-0.8, 0.0, 0.9], [0.2, -0.1, -0.1], [0.0, 0.1, 0.0], [0.1, 0.0, 0.0], [0.1, 0.0, 0.0], [0.1, 0.0, 0.1], [0.0, 0.0, 0.0], [-0.1, 0.0, 0.1], [0.9, -0.2, -0.4], [0.2, -0.1, 0.1], [-0.1, 0.1, 0.1], [-0.2, -0.2, 0.0], [0.1, 0.1, 0.2], [0.0, 0.0, 0.0], [0.1, -0.1, 0.1], [0.0, 0.0, 0.0], [0.0, -0.1, -0.1], [0.0, 0.0, 0.0], [-0.1, 0.1, -0.1], [0.2, -0.4, 0.0], [0.0, 0.0, -0.1], [0.0, -0.1, -0.1], [0.0, 0.0, 0.0], [-0.2, 0.1, 0.0], [0.0, 0.5, -1.1], [0.1, -0.1, -0.2], [0.0, 0.0, 0.0], [0.7, 0.4, -0.8], [0.0, 0.0, 0.0], [0.0, 0.1, 0.0], [0.0, -0.1, 0.0], [-0.1, 0.0, 0.0], [0.1, -0.5, 0.9], [1.4, 0.6, -0.3], [-0.2, -0.1, 0.1], [0.0, 0.0, 0.0], [0.0, 0.0, 0.0], [-0.1, 0.0, -0.1], [0.1, -0.1, -0.1], [-0.1, 0.1, 0.0], [0.0, 0.1, -0.2], [-1.2, 0.0, 0.2], [0.2, 0.1, 0.1], [0.1, 0.0, 0.0], [0.0, 0.0, 0.0], [0.0, 0.0, -0.1], [0.0, 0.1, 0.0], [-0.5, -0.4, 0.8], [-0.1, -0.2, 0.0], [0.0, 0.0, 0.0], [0.1, 0.1, -0.1], [-0.2, -0.5, 1.0], [-0.1, 0.0, -0.1], [0.2, 0.3, 0.0], [0.1, 0.0, -0.1], [0.0, 0.0, -0.4], [-0.1, -0.2, 0.0], [0.0, 0.2, -0.1], [0.0, 0.0, -0.1]]
}